(1)
Computed, not measured: one molecule with the formula C5H9N3O2S, with ωB97M-V with the def2-TZVPD basis set.

Summary:
HOMO (alpha / beta) in eV: -8.1 / -7.2
Gap between HOMO and LUMO (alpha / beta) in eV: 7.77 / 6.35

Geometry as ORCA input:
```
! wB97M-V def2-TZVPD RIJCOSX def2/J DEFGRID3
* xyz 0 1
C 0.66340 1.00366 2.06147
C 1.54057 0.33377 1.31928
C -0.80632 0.64137 2.01997
C 1.22813 -0.75680 0.35977
C 0.47315 -0.09885 -0.75665
N -1.36968 0.07728 1.06072
N 0.58641 1.12475 -1.36223
N -2.14490 -0.97845 -1.15530
O -0.52291 -0.82885 -3.06165
O -0.27747 -2.59968 -1.23319
S -0.64686 -1.28836 -1.67596
H 1.12574 1.85941 2.58058
H 2.52881 0.74223 1.35979
H -1.35793 1.08494 2.98401
H 2.07807 -1.24312 -0.22067
H 0.60783 -1.44472 0.76049
H -0.05946 1.42188 -2.03944
H 1.26528 1.81855 -0.98867
H -2.73521 -0.42396 -1.69457
H -2.17666 -0.44507 -0.31775
*
```

=====

(2)
Computed, not measured: a 12-piece molecular cluster, C5H33NO13 overall, with ωB97M-V with the def2-TZVPD basis set.

Summary:
SMILES: CCCNCC(=O)O.O.O.O.O.O.O.O.O.O.O.O
HOMO in eV: -9.4
Gap between HOMO and LUMO in eV: 9.56

Geometry as ORCA input:
```
! wB97M-V def2-TZVPD RIJCOSX def2/J DEFGRID3
* xyz 0 1
C -3.38650 2.24028 0.04711
C -2.11906 2.04234 0.90203
C -1.46836 0.70107 0.62937
N -0.66002 0.75955 -0.62720
C -0.37027 -0.54792 -1.17848
C 0.81816 -0.40510 -2.10983
O 1.95993 -0.42195 -1.75107
O 0.50327 -0.06615 -3.41311
H -4.05893 2.96010 0.52136
H -3.98996 1.34241 0.22431
H -3.21697 2.37923 -1.01498
H -2.37470 2.10154 1.96176
H -1.42353 2.86638 0.73242
H -0.77825 0.44920 1.42941
H -2.12731 -0.16666 0.56033
H -1.17126 1.29857 -1.31770
H -0.08321 -1.21365 -0.36348
H -1.05840 -1.14840 -1.78476
H 0.88234 0.76397 -3.71539
O -1.87738 -1.16671 -4.06440
H -1.70829 -1.93646 -4.61616
H -2.61434 -1.45786 -3.52269
O 2.66444 -0.07442 3.45541
H 2.58777 0.82955 3.14745
H 3.33662 -0.52375 2.92150
O -2.50472 -2.27099 0.27768
H -3.08441 -2.05775 1.01471
H -1.90713 -2.99322 0.47377
O 4.35852 1.73557 -0.94026
H 4.18914 2.68099 -1.03602
H 3.44901 1.41881 -0.83129
O -1.94602 1.61004 -3.54773
H -1.92673 0.69794 -3.89788
H -1.02138 1.69877 -3.29679
O -0.46617 0.27667 3.63188
H 0.24328 -0.23691 3.23898
H -0.22827 0.41499 4.55274
O 1.24332 2.83695 0.50571
H 1.05947 3.64949 0.03117
H 0.58449 2.17438 0.23373
O -2.39699 -1.77676 3.27394
H -1.73043 -1.11887 3.01847
H -2.32222 -1.74528 4.23143
O 2.01841 -3.34229 -1.70775
H 2.27478 -3.19094 -0.79056
H 2.73104 -3.02647 -2.26738
O 2.17687 -2.79841 1.26500
H 2.46727 -1.89795 1.09567
H 1.23757 -2.85007 1.43620
O 4.31272 -0.60021 1.27753
H 4.53957 -1.23505 0.60313
H 4.38320 0.34140 1.10067
*
```

=====

(3)
Computed, not measured: a 2-piece molecular cluster, CH4O overall, with ωB97M-V with the def2-TZVPD basis set.

Summary:
HOMO in eV: -10.1
Gap between HOMO and LUMO in eV: 9.63

Geometry as ORCA input:
```
! wB97M-V def2-TZVPD RIJCOSX def2/J DEFGRID3
* xyz 0 1
C -0.67803 0.14079 -0.05192
O 1.48891 0.10356 -0.11260
H -0.73742 1.07993 -0.53089
H -0.71479 -0.12611 0.95538
H -0.98681 -0.65447 -0.76365
H 1.62814 -0.54370 0.50368
*
```

=====

(4)
Computed, not measured: a 14-piece molecular cluster, C5H40N2O13S overall, with ωB97M-V with the def2-TZVPD basis set.

Summary:
HOMO in eV: -8.7
Gap between HOMO and LUMO in eV: 8.69

Geometry as ORCA input:
```
! wB97M-V def2-TZVPD RIJCOSX def2/J DEFGRID3
* xyz 0 1
N -1.57960 1.62271 -1.17941
C -0.55780 1.91677 -0.16588
C 0.76463 2.51522 -0.72308
S 0.21601 4.14460 -1.42936
C -0.15973 0.50280 0.35813
N 0.93927 0.55880 1.34888
C 1.08304 -0.72257 2.02187
C 2.08463 -0.59007 3.14116
H -1.05620 1.37526 -2.02370
H -1.93521 2.53490 -1.44464
H -0.99373 2.39250 0.70305
H 1.46610 2.59178 0.09309
H 1.14926 1.97277 -1.58616
H 0.90761 4.87134 -0.51418
H -1.08062 0.17975 0.83530
H -0.03489 -0.18605 -0.47541
H 0.65128 1.37296 1.86874
H 0.11738 -1.05782 2.41589
H 1.42954 -1.46797 1.30023
H 1.71143 -0.03258 4.00941
H 2.89653 0.06870 2.80750
H 2.49199 -1.48237 3.61596
H -0.85578 -2.82386 0.97100
H -2.08903 -2.03178 0.45895
O -1.72228 -2.47096 1.25973
H 3.85166 -2.17888 -1.74327
H 3.03593 -3.40211 -2.32830
O 3.59566 -2.62735 -2.56401
H 2.42861 -0.14655 -1.83387
H 2.39036 -1.31384 -2.68479
O 1.73014 -0.61988 -2.33264
H -3.07808 0.95417 2.40181
H -4.13743 1.30041 1.43518
O -3.87962 1.46741 2.34573
H 3.11424 0.59541 0.07853
H 4.02478 -0.61801 0.13719
O 3.63834 -0.00018 -0.51556
H 1.26747 4.03968 1.97431
H -0.12687 3.82400 2.02912
O 0.46404 4.52587 1.69749
H -0.16986 0.04296 -4.62264
H 0.62362 -0.95608 -3.67578
O -0.17734 -0.36442 -3.74970
H -1.61697 -1.35599 -3.34979
H -2.88693 -2.18835 -3.59906
O -2.38093 -1.73572 -2.87407
H -1.95699 3.36330 3.49012
H -1.70143 1.89389 2.99075
O -1.28311 2.76758 3.10354
H 0.39797 -1.81884 -1.23557
H -1.13507 -2.08206 -1.14768
O -0.26442 -2.47833 -0.98774
H -2.61390 -0.07180 -0.80474
H -3.33111 -1.41141 -1.24213
O -3.11120 -0.86946 -0.50039
H 1.38403 -3.68415 -3.07021
H 0.72617 -3.67749 -1.65328
O 1.35235 -4.15044 -2.25786
H -1.95080 -1.00712 2.31779
H -2.13932 -1.22779 3.87552
O -1.92786 -0.54326 3.22895
*
```

=====

(5)
Computed, not measured: C30H29F6N5O7PbS3 as an isolated structure, with ωB97M-V with the def2-TZVPD basis set.

Summary:
HOMO in eV: -2.0
Gap between HOMO and LUMO in eV: 6.43

Geometry as ORCA input:
```
! wB97M-V def2-TZVPD RIJCOSX def2/J DEFGRID3
* xyz -2 1
Pb -0.16836 0.28784 0.31298
O 0.35472 -0.84186 2.52982
C 1.46223 -0.56136 3.09484
C 1.49047 -0.03322 4.42619
C 2.65879 0.24402 5.08246
C 3.91190 0.00240 4.48720
C 3.92668 -0.49942 3.20808
C 2.75027 -0.76799 2.48978
C 2.90883 -1.26306 1.13869
N 1.99374 -1.34664 0.25842
C 2.30725 -1.88803 -1.04715
C 1.02861 -2.45465 -1.63742
N 0.05570 -1.38958 -1.80791
C -0.81482 -1.52742 -2.72771
C -1.90960 -0.63098 -3.04584
C -2.93632 -1.15805 -3.84263
C -4.04938 -0.42985 -4.19696
C -4.12317 0.90687 -3.75952
C -3.12499 1.46983 -3.00867
C -1.96469 0.73332 -2.59098
O -1.05025 1.28283 -1.90215
H 0.52883 0.18216 4.87578
H 2.61737 0.68044 6.07539
H 4.83174 0.22824 5.01080
H 4.87704 -0.68198 2.71240
H 3.92913 -1.59404 0.88327
H 3.07261 -2.67468 -0.99352
H 2.68139 -1.09223 -1.70134
H 0.63016 -3.18715 -0.92574
H 1.23416 -2.97255 -2.58402
H -0.77990 -2.43657 -3.35053
H -2.84489 -2.19182 -4.16872
H -4.84010 -0.86792 -4.79264
H -4.98845 1.50764 -4.02306
H -3.18738 2.50088 -2.68133
C -4.85207 -3.76340 -0.35128
C -4.79890 -3.00429 0.97144
N -4.93249 -1.56596 0.82717
C -6.28295 -1.01566 0.76046
C -6.74640 -0.69500 -0.65816
C -3.85530 -0.74622 0.62043
S -2.32308 -1.50398 0.45574
N -4.18841 0.52528 0.46189
C -3.36790 1.58214 0.57149
O -2.23528 1.65825 1.05900
C -3.97718 2.86090 0.04949
C -3.12258 3.88369 -0.34380
C -3.63626 5.07649 -0.82840
C -5.01215 5.25890 -0.91288
C -5.86931 4.23757 -0.52333
C -5.35191 3.03817 -0.05064
H -4.72110 -4.83457 -0.17633
H -4.05187 -3.41615 -1.00575
H -5.80731 -3.61359 -0.85786
H -3.85401 -3.20785 1.47165
H -5.60696 -3.33881 1.62744
H -6.32557 -0.11373 1.37017
H -6.94470 -1.75863 1.21185
H -6.05944 0.01278 -1.12069
H -7.74625 -0.25197 -0.63750
H -6.78176 -1.59400 -1.27565
H -2.05802 3.71368 -0.28112
H -2.96034 5.86423 -1.13800
H -5.41505 6.19453 -1.28357
H -6.94262 4.37411 -0.59195
H -6.00372 2.22316 0.23707
F 0.71353 3.64186 -1.01112
C 1.96012 4.09005 -1.08320
F 1.92824 5.42581 -1.17791
F 2.51067 3.61208 -2.20707
S 2.95163 3.54992 0.36277
O 2.80352 2.12079 0.37157
O 4.24662 4.11349 0.10232
N 2.28500 4.31999 1.55983
S 1.23942 3.74738 2.59493
O 1.67585 4.00927 3.93509
O 0.71198 2.45131 2.27423
C -0.16426 4.93674 2.37556
F -0.33476 5.29442 1.10297
F -1.29037 4.38142 2.81391
F 0.05237 6.05652 3.07834
*
```

=====

(6)
Computed, not measured: a 8-piece molecular cluster, C38H65BN7PS overall, with ωB97M-V with the def2-TZVPD basis set.

Summary:
SMILES: Cc1cccc(CB(S)P(C)C)c1.CCCC#N.CCCC#N.CCCC#N.CCCC#N.CCCC#N.CCCC#N.CCCC#N
HOMO in eV: -7.4
Gap between HOMO and LUMO in eV: 7.69

Geometry as ORCA input:
```
! wB97M-V def2-TZVPD RIJCOSX def2/J DEFGRID3
* xyz 0 1
C -0.47989 1.80835 2.30894
C -1.93970 1.27499 2.06871
C -3.10200 2.11712 2.30184
C -4.43082 1.54388 2.02956
C -4.62886 0.18487 1.54268
C -3.42270 -0.61759 1.31085
C -3.57712 -2.09735 0.73959
B -4.01136 -2.08766 -0.84350
S -5.80146 -2.54337 -1.23633
P -2.81190 -1.68240 -2.23477
C -3.26944 -0.07160 -3.11443
C -1.09719 -1.39821 -1.60024
C -2.07133 -0.10699 1.58702
H -0.49018 2.75568 2.89863
H 0.14941 1.02287 2.79199
H -0.05015 2.03086 1.28991
H -2.95793 3.15534 2.66250
H -5.29145 2.23080 2.20495
H -5.65312 -0.21690 1.36234
H -4.36059 -2.61213 1.34629
H -2.57403 -2.59469 0.78762
H -6.55736 -1.58452 -0.60342
H -4.36522 -0.06007 -3.32757
H -2.68959 -0.07844 -4.07633
H -2.93784 0.77119 -2.45099
H -1.03712 -1.57631 -0.49785
H -0.35929 -2.10678 -2.06916
H -0.77828 -0.34755 -1.81831
H -1.12376 -0.68278 1.46557
C 1.99865 -4.37834 2.60334
C 0.49710 -4.31274 2.34925
C 0.14510 -3.61691 1.03125
C 0.64420 -2.21857 1.04451
N 1.04115 -1.13255 1.05498
H 2.43478 -3.38031 2.69362
H 2.20250 -4.90669 3.53637
H 2.51112 -4.90600 1.79547
H 0.01885 -3.79027 3.18239
H 0.09300 -5.32824 2.33279
H -0.93646 -3.60684 0.89033
H 0.59244 -4.14474 0.18584
C 4.26036 3.06984 2.73678
C 4.85798 1.82445 2.09267
C 3.91046 0.62258 2.13174
C 3.59112 0.27084 3.53947
N 3.34625 0.00148 4.62803
H 4.05479 2.91365 3.79877
H 4.95612 3.90816 2.66038
H 3.32819 3.35542 2.24279
H 5.79378 1.57498 2.60179
H 5.10747 2.04674 1.05238
H 4.37482 -0.23870 1.64802
H 2.98266 0.84834 1.60151
C -0.89857 -7.47047 -0.46338
C -2.40516 -7.37614 -0.68180
C -2.77525 -6.67812 -1.99381
C -2.25043 -5.28910 -1.99668
N -1.84662 -4.21363 -1.99922
H -0.44039 -6.48167 -0.38858
H -0.68201 -7.99932 0.46649
H -0.41654 -8.01141 -1.28153
H -2.85338 -6.84130 0.16002
H -2.82836 -8.38344 -0.68405
H -3.86029 -6.64705 -2.11082
H -2.35819 -7.21742 -2.84687
C -0.32725 3.80962 -2.48997
C 0.67124 2.87914 -3.16954
C 1.42300 1.98160 -2.17936
C 2.19740 2.80835 -1.21786
N 2.79721 3.44810 -0.47701
H 0.16989 4.50619 -1.81029
H -0.85645 4.40358 -3.23087
H -1.06632 3.24149 -1.92007
H 1.38564 3.47961 -3.73992
H 0.13829 2.24769 -3.88570
H 2.11272 1.32613 -2.71476
H 0.72281 1.35446 -1.62272
C 5.94321 -2.63618 1.77701
C 6.93830 -3.75320 2.07359
C 6.98173 -4.82154 0.97647
C 5.64755 -5.45886 0.83298
N 4.61575 -5.94703 0.72144
H 4.91965 -3.01381 1.71970
H 5.96811 -1.88581 2.56972
H 6.18065 -2.14039 0.83156
H 6.67771 -4.21582 3.02906
H 7.93534 -3.32082 2.18748
H 7.71547 -5.58937 1.22778
H 7.26897 -4.37891 0.02041
C 2.45882 6.50926 1.19757
C 2.04653 7.22577 2.47963
C 1.26275 6.32753 3.44060
C 0.01191 5.85395 2.79355
N -0.95475 5.49097 2.29357
H 1.59079 6.18242 0.62158
H 3.03822 7.17873 0.55892
H 3.07348 5.63381 1.41750
H 1.44507 8.10141 2.22029
H 2.94332 7.59098 2.98670
H 1.00402 6.88007 4.34568
H 1.86242 5.46202 3.73180
C -6.33383 4.56355 -5.42509
C -5.32894 3.66093 -6.13272
C -4.52498 2.79030 -5.16353
C -3.75120 3.64386 -4.22419
N -3.16177 4.29665 -3.48622
H -5.83762 5.27479 -4.76164
H -6.90300 5.14287 -6.15428
H -7.03973 3.97563 -4.83288
H -4.64915 4.28094 -6.72332
H -5.86290 3.01334 -6.83252
H -3.83086 2.15341 -5.71492
H -5.19017 2.14547 -4.58553
*
```

=====

(7)
Computed, not measured: a 2-piece molecular cluster, C2H11N2 overall, with ωB97M-V with the def2-TZVPD basis set.

Summary:
HOMO in eV: -15.8
Gap between HOMO and LUMO in eV: 12.58

Geometry as ORCA input:
```
! wB97M-V def2-TZVPD RIJCOSX def2/J DEFGRID3
* xyz 1 1
N -1.34767 -1.86262 -0.52270
H -1.41414 -2.22720 0.49266
H -0.15351 -0.48360 -0.23408
H -2.23116 -1.95119 -0.88867
H -0.77089 -2.86767 -0.67214
C 0.45734 0.74902 1.37670
N 0.54475 0.26043 -0.01354
C 0.62716 1.31903 -1.02111
H 0.01366 -0.15829 1.98154
H -0.37275 1.52491 1.35155
H 1.43775 1.15458 1.78755
H 1.47660 -0.09653 0.05956
H 0.37770 2.21769 -0.43569
H 1.55408 1.23428 -1.52594
H -0.19893 1.18717 -1.73569
*
```

=====

(8)
Computed, not measured: a 6-piece molecular cluster, C27H71N5O9 overall, with ωB97M-V with the def2-TZVPD basis set.

Summary:
SMILES: COC[C@H](C)N.COC[C@H](C)N.COCCNCCOC.COCCNCCOC.COCCNCCOC.CO
HOMO in eV: -8.3
Gap between HOMO and LUMO in eV: 8.86

Geometry as ORCA input:
```
! wB97M-V def2-TZVPD RIJCOSX def2/J DEFGRID3
* xyz 0 1
C 26.82432 -10.58695 3.50172
O 27.51745 -9.47591 3.90343
C 27.11610 -8.81940 5.06009
C 25.77187 -7.98401 4.75568
C 26.05843 -6.88842 3.69793
N 25.35526 -7.25709 5.96850
H 25.73723 -10.54284 3.43542
H 26.94274 -11.49970 4.08563
H 27.28122 -10.88532 2.55816
H 27.06552 -9.34858 6.01168
H 27.84454 -8.03004 5.24552
H 25.04431 -8.71011 4.39299
H 25.18083 -6.31485 3.39974
H 26.15885 -7.07153 2.62812
H 26.80310 -6.25865 4.18471
H 25.90085 -6.48414 6.32201
H 25.48639 -7.96937 6.67247
C 20.56467 -13.45442 12.48635
O 21.45823 -12.53009 11.73061
C 21.28269 -11.20423 11.89862
C 21.63976 -10.56590 10.61948
C 20.70915 -10.85071 9.44896
N 23.03342 -10.60035 10.16613
H 20.82945 -14.48382 12.24483
H 19.48277 -13.46529 12.35413
H 20.81252 -13.43778 13.54766
H 20.24644 -10.93739 12.10618
H 21.76627 -10.92635 12.83513
H 21.52059 -9.50285 10.82881
H 19.65327 -10.79591 9.71393
H 20.92296 -11.89975 9.24427
H 20.96900 -10.34544 8.51876
H 23.20019 -11.58741 10.30028
H 23.57186 -10.31528 10.97169
C 23.01795 -14.46106 9.32326
O 24.10678 -15.36416 9.27154
C 24.07744 -16.30195 8.29104
C 25.49166 -16.94216 7.95760
N 26.43951 -16.00245 7.46802
C 26.81769 -15.00129 8.39909
C 27.57608 -15.59328 9.60567
O 28.76424 -16.28142 9.14712
C 29.66902 -16.59561 10.25376
H 22.06835 -14.95778 9.12423
H 23.14806 -13.81294 8.45660
H 23.11578 -13.87914 10.23972
H 23.75754 -15.91980 7.32165
H 23.26006 -16.97939 8.53815
H 25.33575 -17.72857 7.21912
H 25.89504 -17.44015 8.83930
H 27.31091 -16.50098 7.35739
H 25.92637 -14.46819 8.72992
H 27.41072 -14.16325 8.03289
H 26.94118 -16.28694 10.15689
H 27.99751 -14.80701 10.23199
H 30.45534 -17.23806 9.85746
H 29.27465 -17.11597 11.12657
H 30.13242 -15.63684 10.48642
C 23.97673 -9.50062 15.40604
O 24.96789 -9.51475 14.35728
C 25.13765 -10.78548 13.87734
C 26.24843 -10.78045 12.78441
N 25.70562 -9.92544 11.70024
C 26.46317 -10.10285 10.47016
C 26.49969 -11.51298 9.93945
O 27.55926 -12.29019 10.40101
C 28.87380 -11.89719 10.09738
H 23.04463 -10.02581 15.19754
H 23.72257 -8.51430 15.79420
H 24.48576 -9.97695 16.24395
H 24.21577 -11.10331 13.39028
H 25.46386 -11.42704 14.69593
H 26.40252 -11.76740 12.34820
H 27.17202 -10.33297 13.15163
H 25.48305 -8.96564 11.92235
H 27.43047 -9.60294 10.52058
H 26.00861 -9.42129 9.75116
H 26.60408 -11.45044 8.85627
H 25.57314 -12.00721 10.23159
H 29.32877 -11.36029 10.92975
H 28.97871 -11.14043 9.31995
H 29.49282 -12.75640 9.83918
C 22.92067 -6.35466 8.98605
O 21.89009 -6.21984 8.08079
C 21.77862 -7.10849 6.97125
C 21.80341 -6.36809 5.57622
N 20.68702 -5.40692 5.40752
C 20.89522 -4.20274 6.24260
C 19.54481 -3.37657 6.30292
O 19.30274 -2.71071 5.12156
C 18.33138 -1.66051 5.34775
H 22.98020 -7.28564 9.54981
H 23.02807 -5.60368 9.76874
H 23.80257 -6.29001 8.34873
H 20.82043 -7.60856 7.11230
H 22.59335 -7.83258 6.97092
H 21.88713 -7.17614 4.84948
H 22.73070 -5.79948 5.64628
H 20.67134 -5.05370 4.46143
H 21.64542 -3.53477 5.81937
H 21.04291 -4.43459 7.29737
H 19.56178 -2.70770 7.16340
H 18.73830 -4.08695 6.48460
H 17.38673 -2.18278 5.49932
H 18.29754 -0.99263 4.48700
H 18.51069 -1.05261 6.23454
C 24.47133 -10.51420 6.97504
O 24.38275 -9.55339 8.00807
H 24.27094 -11.55187 7.24186
H 23.75677 -10.23609 6.20035
H 25.47905 -10.35332 6.59202
H 23.79378 -9.84422 8.70817
*
```

=====

Across the entries above, ΔE to the lowest compared entry with this formula, charge and spin takes the values 393.1; 284.0; 293.0; 321.6; 15.0; 0.0; 181.4; 224.4 kJ/mol, respectively.